# C5H8O2

C5H8O2 in the gas phase (ωB97M-V/def2-TZVPD, OMol25).

Results
* HOMO-LUMO gap (spin up / spin down): 0.280 / 0.322 Ha
* energy above the lowest of the compared OMol25 structures with the same formula, charge and spin: 340.1 kJ/mol
* LUMO energy (spin up / spin down): 0.2 / 0.8 eV
* max |F|: 1.945 eV Å⁻¹
* E_HOMO (spin up / spin down): -7.44 / -7.96 eV

Each line ends with the Löwdin charge.
Positions of all 15 atoms, in Å:
C: 1.41 0.71 -0.45  -0.016
C: 0.41 -0.14 0.35  -0.566
O: 1.03 -0.41 1.59  -0.016
C: -0.96 0.58 0.49  -0.083
C: -1.76 0.00 -0.62  -0.129
O: -1.13 -1.01 -1.12  -0.012
C: -0.03 -1.38 -0.41  -0.032
H: 1.00 0.97 -1.43  0.093
H: 1.66 1.64 0.08  0.092
H: 2.34 0.15 -0.60  0.088
H: 0.52 -1.14 1.97  0.097
H: -1.40 0.31 1.47  0.131
H: -0.92 1.67 0.42  0.122
H: -2.84 0.00 -0.73  0.122
H: 0.67 -1.94 -1.01  0.110


# C7H11I2N

A molecular structure, C7H11I2N (ωB97M-V/def2-TZVPD, OMol25).

Results
* HOMO-LUMO gap (spin up / spin down): 0.227 / 0.198 Ha
* <S²>: 2.012
* 2S+1: 3
* LUMO energy (spin up / spin down): 0.0 / -4.3 eV
* max |F|: 5.605 eV Å⁻¹
* E_HOMO (spin up / spin down): -6.15 / -9.69 eV

Each line ends with the Löwdin charge.
Positions of all 21 atoms, in Å:
C: -1.27 1.48 -2.37  -0.326
C: -0.57 -1.23 2.70  -0.108
C: 1.25 1.33 -0.70  -0.093
C: 0.35 -0.72 1.60  -0.260
C: -0.43 -0.17 0.40  -0.225
C: 0.49 0.02 -0.82  -0.554
C: -0.24 -0.05 -2.15  -1.239
N: -1.95 2.36 -2.58  0.079
I: -1.67 -1.62 -2.43  0.906
I: 1.07 0.06 -3.86  0.883
H: 0.02 -1.62 3.52  0.071
H: -1.21 -2.03 2.32  0.072
H: -1.21 -0.43 3.08  0.075
H: 1.99 1.45 -1.48  0.041
H: 0.56 2.17 -0.75  0.081
H: 1.77 1.36 0.26  0.079
H: 1.00 0.06 2.01  0.105
H: 0.98 -1.54 1.26  0.112
H: -0.89 0.79 0.65  0.128
H: -1.23 -0.87 0.17  0.045
H: 1.21 -0.81 -0.83  0.129


# H18O9

9 unconnected molecules or ions with the total composition H18O9 (ωB97M-V/def2-TZVPD, OMol25).

Results
* SMILES string: O.O.O.O.O.O.O.O.O
* HOMO-LUMO gap: 0.385 Ha
* energy above the lowest of the compared OMol25 structures with the same formula, charge and spin: 234.3 kJ/mol
* LUMO energy: -0.1 eV
* max |F|: 1.008 eV Å⁻¹
* E_HOMO: -10.62 eV

Each line ends with the Löwdin charge.
Positions of all 27 atoms, in Å:
O: 1.55 -0.20 2.81  -0.047
H: 2.02 0.63 2.81  0.024
H: 0.93 -0.13 2.08  -0.025
O: -0.49 -2.88 1.15  -0.058
H: -0.97 -3.56 1.62  0.029
H: -1.12 -2.16 1.07  -0.034
O: -0.79 0.53 -2.90  -0.047
H: 0.03 1.03 -2.95  0.002
H: -1.48 1.18 -3.02  0.038
O: -3.23 1.60 0.78  -0.048
H: -2.31 1.76 0.95  -0.019
H: -3.68 2.37 1.14  0.042
O: 2.33 0.30 -2.63  -0.018
H: 2.41 -0.09 -3.50  0.080
H: 2.87 1.09 -2.67  0.076
O: -2.92 -1.43 0.69  -0.038
H: -3.61 -1.89 1.18  0.056
H: -2.80 -0.61 1.17  0.019
O: 3.86 -1.37 -1.36  -0.064
H: 4.64 -1.24 -1.91  0.023
H: 3.22 -0.75 -1.71  -0.058
O: -0.66 2.13 1.84  -0.056
H: 0.13 2.59 2.11  0.049
H: -0.35 1.39 1.31  -0.031
O: 0.13 0.09 0.32  -0.025
H: -0.60 -0.34 -0.13  0.060
H: 0.88 -0.03 -0.27  0.070


# C6H4O

C6H4O in the gas phase (ωB97M-V/def2-TZVPD, OMol25).

Results
* SMILES string: C#CC(=O)C#CC
* HOMO-LUMO gap: 0.366 Ha
* energy above the lowest of the compared OMol25 structures with the same formula, charge and spin: 220.1 kJ/mol
* LUMO energy: -0.3 eV
* max |F|: 0.582 eV Å⁻¹
* E_HOMO: -10.22 eV

Each line ends with the Löwdin charge.
Positions of all 11 atoms, in Å:
C: 0.13 -0.52 -2.51  -0.088
C: 0.28 -0.45 -1.06  -0.041
C: 0.41 -0.39 0.14  0.058
C: 0.60 -0.28 1.58  -0.449
O: 1.45 -0.89 2.18  0.110
C: -0.32 0.64 2.24  -0.035
C: -1.07 1.41 2.79  0.153
H: -0.54 -1.34 -2.79  0.085
H: 1.10 -0.69 -2.98  0.084
H: -0.29 0.42 -2.89  0.083
H: -1.74 2.08 3.28  0.039


# C3H4N2S2

C3H4N2S2 in the gas phase (ωB97M-V/def2-TZVPD, OMol25).

Results
* HOMO-LUMO gap (spin up / spin down): 0.235 / 0.218 Ha
* energy above the lowest of the compared OMol25 structures with the same formula, charge and spin: 472.6 kJ/mol
* LUMO energy (spin up / spin down): -0.7 / -1.0 eV
* max |F|: 3.647 eV Å⁻¹
* E_HOMO (spin up / spin down): -7.14 / -6.88 eV

Each line ends with the Löwdin charge.
Positions of all 11 atoms, in Å:
C: -0.19 -0.67 -0.35  -0.650
C: 1.72 1.67 0.13  0.203
C: -1.00 0.32 0.52  -0.105
N: 0.96 -0.36 -0.97  0.042
N: 1.50 0.65 -0.41  -0.048
S: -1.19 -2.06 -0.63  0.370
S: -0.14 -3.61 -1.15  -0.047
H: 1.99 2.43 0.78  0.077
H: -1.82 0.68 -0.08  0.074
H: -0.40 1.15 0.83  0.037
H: -1.42 -0.18 1.33  0.046


# C7H13NO

2 unconnected molecules or ions with the total composition C7H13NO (ωB97M-V/def2-TZVPD, OMol25).

Results
* SMILES string: C[C@@H]1[C@H](C)[C@@]1(C)C#N.O
* HOMO-LUMO gap: 0.400 Ha
* energy above the lowest of the compared OMol25 structures with the same formula, charge and spin: 104.8 kJ/mol
* LUMO energy: 0.6 eV
* max |F|: 1.529 eV Å⁻¹
* E_HOMO: -10.27 eV

Each line ends with the Löwdin charge.
Positions of all 22 atoms, in Å:
C: -2.01 1.31 -1.00  -0.053
C: -0.82 1.14 -0.08  -0.229
C: -0.62 -0.05 0.81  -0.234
C: -1.58 -1.21 0.89  -0.053
C: 0.30 0.14 -0.41  -0.388
C: 0.22 -0.78 -1.61  -0.020
C: 1.65 0.57 -0.09  -0.147
N: 2.71 0.98 0.13  0.168
H: -2.41 0.35 -1.36  0.067
H: -2.82 1.82 -0.45  0.086
H: -1.75 1.92 -1.87  0.088
H: -0.46 2.08 0.33  0.144
H: -0.14 0.18 1.76  0.142
H: -2.10 -1.41 -0.05  0.067
H: -1.06 -2.12 1.19  0.087
H: -2.35 -0.99 1.65  0.086
H: 0.81 -1.69 -1.44  0.095
H: -0.81 -1.07 -1.81  0.070
H: 0.61 -0.27 -2.51  0.095
O: 4.50 -0.54 2.09  -0.094
H: 4.58 0.30 1.60  0.013
H: 3.55 -0.66 2.23  0.009


# C4H13N3

A gas-phase ion, C4H13N3 (charge +1) (ωB97M-V/def2-TZVPD, OMol25).

Results
* HOMO-LUMO gap (spin up / spin down): 0.404 / 0.197 Ha
* <S²>: 0.755
* energy above the lowest of the compared OMol25 structures with the same formula, charge and spin: 75.3 kJ/mol
* 2S+1: 2
* total charge: +1
* LUMO energy (spin up / spin down): -2.7 / -7.8 eV
* max |F|: 2.706 eV Å⁻¹
* E_HOMO (spin up / spin down): -13.65 / -13.12 eV

Each line ends with the Löwdin charge.
Positions of all 20 atoms, in Å:
C: 0.99 0.46 0.11  -0.124
N: -0.12 1.04 -0.61  0.115
C: -0.39 0.64 -1.94  -0.253
N: -1.73 0.92 -2.30  0.058
C: 0.50 -0.25 1.42  -0.421
C: -0.53 -1.34 1.08  -0.027
N: 1.67 -0.77 2.05  0.081
H: 1.55 1.35 0.43  0.156
H: 1.67 -0.14 -0.48  0.139
H: -0.99 0.97 -0.08  0.153
H: -0.21 -0.43 -2.10  0.161
H: 0.33 1.20 -2.57  0.168
H: -1.96 0.99 -3.28  0.101
H: -2.30 1.55 -1.75  0.094
H: 0.02 0.50 2.04  0.139
H: -0.40 -2.13 1.83  0.093
H: -1.52 -0.91 1.00  0.081
H: -0.29 -1.87 0.15  0.089
H: 1.58 -1.71 2.41  0.092
H: 2.14 -0.07 2.61  0.104


# C44H61AsCl2NPPd

A molecular structure, C44H61AsCl2NPPd (ωB97M-V/def2-TZVPD, OMol25).

Results
* HOMO-LUMO gap: 0.148 Ha
* energy above the lowest of the compared OMol25 structures with the same formula, charge and spin: 101.1 kJ/mol
* total charge: -2
* LUMO energy: 4.3 eV
* max |F|: 0.560 eV Å⁻¹
* E_HOMO: 0.27 eV

Each line ends with the Löwdin charge.
Positions of all 111 atoms, in Å:
Pd: -0.37 0.68 0.13  0.438
C: 2.16 4.45 -2.83  -0.077
C: 2.12 2.98 -3.27  -0.382
C: 3.36 2.65 -4.12  -0.079
C: 2.00 2.01 -2.12  -0.248
C: 2.84 2.08 -1.00  -0.065
C: 2.75 1.21 0.06  -0.164
C: 3.67 1.63 1.23  -0.348
C: 2.92 2.66 2.10  -0.091
C: 4.36 0.56 2.07  -0.074
C: 1.82 0.10 0.01  -0.185
C: 1.08 -0.10 -1.23  -0.262
C: 1.13 0.96 -2.19  -0.053
C: 0.64 -1.41 -1.92  -0.369
C: 0.43 -2.71 -1.13  -0.096
C: 1.63 -1.74 -3.06  -0.072
C: 1.95 -1.09 0.94  -0.204
C: 3.01 -1.97 0.68  -0.075
C: 3.17 -3.16 1.37  -0.099
C: 2.22 -3.53 2.31  -0.092
C: 1.17 -2.67 2.58  -0.104
C: 1.03 -1.43 1.95  -0.307
P: -0.27 -0.21 2.48  1.141
C: 0.26 -0.03 4.37  -0.646
C: 1.76 0.26 4.37  -0.123
C: 0.04 -1.10 5.44  -0.112
C: -0.47 1.24 4.83  -0.120
C: -1.96 -1.15 2.52  -0.653
C: -2.00 -2.08 1.31  -0.147
C: -3.03 -0.06 2.30  -0.122
C: -2.37 -1.96 3.75  -0.110
H: 2.24 5.11 -3.70  0.071
H: 3.03 4.63 -2.18  0.069
H: 1.26 4.71 -2.28  0.038
H: 1.24 2.84 -3.90  0.130
H: 4.27 2.83 -3.54  0.074
H: 3.39 3.27 -5.03  0.065
H: 3.35 1.60 -4.42  0.072
H: 3.57 2.89 -0.93  0.105
H: 4.48 2.18 0.75  0.112
H: 1.90 2.32 2.31  0.035
H: 2.83 3.61 1.57  0.056
H: 3.44 2.83 3.05  0.074
H: 3.67 -0.10 2.59  0.040
H: 4.98 1.05 2.83  0.073
H: 5.01 -0.06 1.45  0.073
H: 0.50 0.86 -3.06  0.125
H: -0.32 -1.16 -2.36  0.076
H: 1.37 -3.22 -0.94  0.067
H: -0.20 -3.37 -1.73  0.060
H: -0.07 -2.55 -0.18  0.032
H: 2.62 -1.95 -2.64  0.075
H: 1.73 -0.93 -3.78  0.059
H: 1.29 -2.64 -3.59  0.071
H: 3.72 -1.71 -0.10  0.120
H: 4.02 -3.81 1.15  0.093
H: 2.30 -4.48 2.82  0.091
H: 0.41 -2.97 3.30  0.079
H: 2.33 -0.66 4.22  0.074
H: 2.06 0.69 5.33  0.086
H: 2.03 0.96 3.59  0.030
H: 0.39 -2.09 5.13  0.058
H: -0.99 -1.18 5.77  0.052
H: 0.64 -0.82 6.31  0.074
H: -0.19 2.10 4.22  0.048
H: -0.23 1.47 5.88  0.078
H: -1.56 1.13 4.75  0.067
H: -1.67 -1.57 0.41  0.005
H: -3.04 -2.40 1.14  0.080
H: -1.39 -2.98 1.47  0.074
H: -2.84 0.49 1.37  0.024
H: -3.05 0.66 3.14  0.063
H: -4.02 -0.52 2.20  0.087
H: -1.63 -2.71 4.03  0.059
H: -3.30 -2.48 3.49  0.082
H: -2.59 -1.32 4.61  0.061
C: 0.61 5.47 0.75  -0.328
As: -0.09 3.63 0.40  1.166
C: -1.32 4.15 -1.01  -0.337
C: -1.35 3.61 1.95  -0.338
C: -2.35 4.72 2.03  -0.298
C: -3.57 4.61 1.37  -0.077
C: -4.50 5.64 1.40  -0.092
C: -4.22 6.81 2.11  -0.126
C: -3.01 6.93 2.78  -0.118
C: -2.09 5.89 2.74  -0.078
H: -0.20 6.20 0.70  0.008
H: 1.36 5.72 -0.01  -0.007
H: 1.09 5.53 1.73  0.004
H: -2.09 4.84 -0.66  0.008
H: -1.78 3.23 -1.37  -0.036
H: -0.76 4.63 -1.81  0.002
H: -0.73 3.56 2.85  0.043
H: -1.85 2.65 1.83  0.032
H: -3.79 3.70 0.81  0.048
H: -5.44 5.53 0.88  0.096
H: -4.94 7.62 2.13  0.083
H: -2.79 7.83 3.33  0.085
H: -1.14 5.99 3.27  0.101
Cl: -2.80 -2.10 -1.92  0.628
C: -3.93 -0.96 -1.19  -0.610
C: -5.18 -1.45 -0.91  -0.227
C: -6.24 -0.59 -0.58  -0.199
C: -6.00 0.78 -0.74  -0.218
C: -4.75 1.27 -1.02  -0.594
Cl: -4.63 3.00 -1.35  0.607
C: -3.49 0.46 -1.01  -0.584
N: -2.31 0.93 -0.83  -0.071
H: -5.35 -2.52 -0.98  0.074
H: -7.22 -0.97 -0.29  0.049
H: -6.82 1.49 -0.66  0.071


no.,E (eV)
1,-9406.308
2,-25123.432
3,-18719.707
4,-8330.159
5,-27821.891
6,-11006.667
7,-8820.224
8,-146759.302